The following is a quantum chemistry calculation of a molecular structure, C44H62AlClN3O3S3SbSe, from the Open Molecules 2025 dataset.

```
119
Properties=species:S:1:pos:R:3:forces:R:3
Al -0.7229 -0.4050 -1.4151 0.387 0.063 -0.366
C -2.5343 1.7259 6.1768 -0.004 -0.007 0.003
C -2.1929 2.5836 4.9571 -0.010 -0.018 -0.022
C -3.4401 3.3944 4.5711 0.026 -0.006 -0.004
C -1.0684 3.5502 5.3558 0.014 -0.034 -0.022
C -1.7610 1.7323 3.7612 -0.001 0.076 -0.043
C -1.3423 2.3402 2.5839 -0.024 -0.075 0.018
C -1.0279 1.5878 1.4645 0.079 -0.178 -0.061
Se -0.5259 2.4855 -0.1514 -0.062 -0.038 0.008
C -2.3117 2.6441 -0.8362 0.006 -0.075 0.020
C -3.0658 3.7485 -0.4525 -0.073 -0.026 -0.079
C -4.3700 3.8996 -0.8922 0.060 0.056 0.022
C -4.8549 2.9233 -1.7673 -0.063 -0.049 -0.009
C -4.1360 1.8101 -2.1770 -0.139 0.052 0.024
C -2.8280 1.6244 -1.6554 0.285 0.278 -0.037
O -2.1179 0.5689 -1.9866 -0.420 -0.040 0.467
C -4.7235 0.8093 -3.1764 0.097 0.001 -0.040
C -4.9112 -0.5629 -2.5155 -0.046 -0.032 0.092
C -3.7738 0.6853 -4.3794 0.027 -0.040 -0.080
C -6.0885 1.2567 -3.7066 -0.010 -0.004 -0.002
C -5.2628 5.0756 -0.4894 0.013 -0.014 -0.031
C -4.5942 5.9688 0.5592 -0.004 -0.035 -0.022
C -5.5778 5.9329 -1.7258 0.000 -0.002 0.021
C -6.5763 4.5481 0.1071 0.002 0.001 0.031
C -1.1029 0.1776 1.4573 -0.237 0.284 -0.179
O -0.8824 -0.5191 0.3457 0.080 0.020 0.439
C -1.4369 -0.4550 2.6784 -0.058 -0.055 0.023
C -1.7837 0.3419 3.7689 0.088 -0.057 0.047
C -1.3469 -1.9764 2.8364 -0.046 0.005 -0.080
C 0.1419 -2.3544 2.7500 -0.036 -0.003 -0.048
C -1.8461 -2.4579 4.2006 -0.051 -0.063 0.019
C -2.1856 -2.7057 1.7723 -0.004 -0.066 -0.010
H -2.8179 2.3734 7.0110 0.004 -0.026 -0.025
H -1.6773 1.1237 6.4910 -0.053 0.024 0.004
H -3.3724 1.0542 5.9728 0.046 0.027 0.022
H -3.7822 4.0037 5.4147 0.019 -0.021 -0.046
H -4.2503 2.7257 4.2717 0.007 0.031 0.011
H -3.2278 4.0587 3.7302 -0.024 -0.021 0.031
H -1.3642 4.1351 6.2323 0.014 -0.007 -0.034
H -0.8328 4.2472 4.5493 -0.001 -0.033 0.020
H -0.1584 2.9958 5.5980 -0.021 0.033 0.010
H -1.2787 3.4205 2.5058 -0.002 -0.040 0.006
H -2.6006 4.4798 0.1966 -0.028 -0.027 -0.012
H -5.8633 3.0458 -2.1444 0.067 -0.002 -0.008
H -3.9665 -0.9650 -2.1577 0.017 0.011 -0.023
H -5.3294 -1.2722 -3.2384 0.029 0.044 0.044
H -5.6036 -0.4846 -1.6700 0.031 -0.004 -0.064
H -2.7943 0.3276 -4.0656 -0.110 0.015 -0.049
H -3.6474 1.6564 -4.8673 -0.035 -0.022 0.001
H -4.1845 -0.0193 -5.1102 0.002 0.033 0.028
H -6.8368 1.3016 -2.9094 0.017 0.014 -0.058
H -6.4327 0.5276 -4.4449 0.001 0.024 0.028
H -6.0370 2.2330 -4.1979 -0.007 -0.045 0.032
H -3.6975 6.4513 0.1617 -0.024 -0.036 0.035
H -4.3144 5.3942 1.4466 -0.013 0.048 -0.036
H -5.2903 6.7545 0.8668 0.040 -0.021 -0.013
H -4.6526 6.3110 -2.1683 -0.051 -0.003 0.006
H -6.2094 6.7873 -1.4551 0.038 -0.069 -0.019
H -6.1002 5.3486 -2.4874 0.029 0.036 0.037
H -6.3712 3.9045 0.9666 -0.026 0.031 -0.031
H -7.1446 3.9657 -0.6217 0.034 0.021 0.045
H -7.2050 5.3814 0.4388 0.019 -0.046 -0.028
H -2.0721 -0.1601 4.6818 0.010 0.051 -0.080
H 0.6708 -1.9398 3.6130 0.010 -0.024 -0.027
H 0.5997 -1.9481 1.8526 0.031 -0.008 -0.112
H 0.2768 -3.4410 2.7491 -0.023 0.049 -0.002
H -1.2633 -2.0333 5.0218 -0.025 -0.058 -0.007
H -1.7410 -3.5459 4.2424 -0.008 0.044 0.023
H -2.9024 -2.2182 4.3571 0.071 0.004 -0.002
H -2.0007 -2.3206 0.7730 -0.001 -0.085 0.067
H -3.2510 -2.5816 1.9907 0.049 0.005 -0.027
H -1.9625 -3.7793 1.7831 -0.026 0.078 0.050
S 1.9984 -2.6233 -4.4410 -0.158 0.055 -0.191
Sb 0.1044 -1.2870 -4.2939 0.489 -0.168 0.521
S -1.4125 -2.2681 -2.7294 0.107 0.277 -0.088
S 0.7610 0.5940 -2.9593 -0.238 -0.167 -0.250
C 5.7436 -0.5148 -0.6893 0.001 -0.023 -0.019
C 5.5990 -1.4903 0.4879 -0.078 0.005 0.014
C 6.8874 -1.4121 1.3206 0.051 -0.017 -0.025
C 4.4670 -0.9782 1.3961 0.007 -0.034 -0.074
C 5.3353 -2.9683 0.0009 -0.008 0.164 0.001
O 4.7213 -3.7338 1.0411 0.058 0.107 -0.016
C 6.6314 -3.7336 -0.3568 -0.004 -0.038 -0.145
C 7.5435 -3.3131 -1.5231 0.013 0.045 0.058
C 6.9968 -3.4926 -2.9195 -0.096 0.014 0.034
C 6.6311 -4.7558 -3.3776 0.008 -0.031 -0.025
C 6.1265 -4.9404 -4.6546 -0.017 -0.050 -0.013
C 5.9816 -3.8469 -5.4949 0.029 0.043 0.128
Cl 5.3582 -4.0727 -7.0975 -0.010 0.001 -0.008
C 6.3350 -2.5796 -5.0654 -0.006 0.029 -0.030
C 6.8450 -2.4141 -3.7837 -0.006 0.008 -0.033
C 4.3691 -3.0946 -1.1914 -0.122 -0.003 0.146
N 2.9774 -2.7623 -0.9396 0.125 0.028 -0.117
C 2.3264 -1.6387 -1.2581 0.149 0.038 0.087
N 1.0478 -1.7694 -0.9911 -0.184 -0.292 0.101
C 0.9535 -3.0603 -0.5511 -0.007 0.069 0.091
N 2.0938 -3.7003 -0.5048 -0.025 0.274 -0.035
H 6.0405 0.4651 -0.3070 -0.008 -0.022 -0.019
H 4.8051 -0.3790 -1.2291 0.090 0.007 0.036
H 6.5020 -0.8350 -1.4077 -0.127 0.069 0.094
H 6.9649 -0.4167 1.7636 0.001 -0.032 -0.013
H 7.7830 -1.5766 0.7170 -0.023 0.001 0.071
H 6.8915 -2.1314 2.1461 0.005 0.024 -0.021
H 4.6826 0.0569 1.6780 -0.012 -0.059 -0.020
H 4.3800 -1.5672 2.3089 0.020 -0.004 -0.008
H 3.4964 -0.9919 0.9084 -0.064 -0.019 -0.029
H 5.3083 -3.7377 1.8051 -0.002 0.014 -0.006
H 6.3200 -4.7710 -0.5025 0.004 0.001 -0.040
H 7.2512 -3.7314 0.5402 0.012 -0.097 0.064
H 8.4428 -3.9309 -1.4375 0.027 0.027 0.014
H 7.8755 -2.2820 -1.3930 0.036 -0.055 -0.037
H 6.7437 -5.6176 -2.7273 -0.018 0.034 -0.016
H 5.8419 -5.9255 -5.0015 0.005 0.040 0.015
H 6.2034 -1.7309 -5.7246 0.000 -0.043 0.041
H 7.1209 -1.4183 -3.4527 -0.012 -0.046 -0.038
H 4.3730 -4.1353 -1.5076 -0.020 -0.033 -0.046
H 4.7028 -2.4893 -2.0300 0.010 -0.025 -0.039
H 2.7720 -0.7560 -1.6892 -0.017 -0.092 -0.011
H 0.0163 -3.5195 -0.2821 0.034 0.031 -0.004
```
Positions in Å, forces in eV/Å.

The value obtained for the electronic energy is -180766.4279 eV. Its HOMO energy (alpha / beta) is -4.9943 / -4.9976 eV. Its multiplicity is 2. Its total charge is -1. For the LUMO energy (alpha / beta), the calculation gives 0.075 / 0.019 Ha.

Atomic partial charges in e from the Mulliken method, atoms 1 to 2: -0.305 -2.241



The following is a quantum chemistry calculation of a molecular structure, C44H62BN9O3PSSc, from the Open Molecules 2025 dataset.

```
122
Properties=species:S:1:pos:R:3:forces:R:3
Sc 0.2168 0.3601 0.2704 0.138 -0.116 0.834
C 1.2720 -0.0523 6.1190 0.016 0.047 0.107
N 0.8686 -0.4004 4.7739 -0.014 -0.094 -0.197
C 0.2168 -1.5482 4.4088 -0.036 -0.045 -0.084
C 0.0285 -1.4794 3.0569 0.026 -0.054 0.132
N 0.5593 -0.3138 2.5952 0.022 0.063 0.012
C 1.0559 0.3197 3.6368 -0.066 0.070 -0.183
P 1.7005 2.0076 3.5547 0.001 0.003 0.172
C 0.2728 2.7962 2.7382 0.193 0.040 -0.042
N -0.0716 2.6061 1.4815 -0.048 -0.069 0.156
C -1.1296 3.4251 1.2421 -0.009 0.074 0.021
C -1.4311 4.1206 2.3774 -0.032 0.045 -0.002
N -0.5330 3.7199 3.3304 0.012 -0.158 -0.212
C -0.4978 4.1541 4.7085 0.000 0.073 0.099
C 2.7352 1.9180 2.0657 -0.138 0.037 -0.090
N 2.3342 1.5754 0.8469 0.271 -0.076 0.053
C 3.2911 2.0391 -0.0091 -0.110 0.057 -0.020
C 4.2905 2.6389 0.6987 -0.013 0.088 -0.069
N 3.9340 2.5610 2.0120 -0.123 -0.125 -0.098
C 4.7073 3.0728 3.1246 0.067 0.040 0.084
H 1.1116 -0.9201 6.7541 0.021 0.040 0.022
H 0.6796 0.7795 6.5007 0.033 -0.011 0.016
H 2.3278 0.2128 6.1434 -0.031 0.012 0.020
H -0.0475 -2.2979 5.1314 -0.024 -0.054 0.033
H -0.4511 -2.1843 2.3986 -0.011 -0.001 -0.015
H -1.5996 3.4475 0.2762 -0.057 0.002 -0.125
H -2.1902 4.8475 2.5963 -0.082 0.074 0.002
H -1.3061 4.8655 4.8633 0.046 -0.010 0.023
H 0.4526 4.6377 4.9345 -0.032 -0.018 0.042
H -0.6465 3.3082 5.3801 0.011 0.044 0.011
H 3.1909 1.9333 -1.0741 -0.016 -0.034 -0.099
H 5.2080 3.1018 0.3878 0.084 0.022 -0.036
H 5.7182 3.2659 2.7723 -0.025 0.013 0.046
H 4.7485 2.3331 3.9223 0.006 0.060 -0.012
H 4.2747 3.9973 3.5064 0.030 -0.013 0.023
C -3.2902 -1.1063 -2.8015 -0.066 0.094 -0.100
C -2.0276 -1.8965 -2.6290 0.122 -0.115 0.057
C -1.8009 -3.0357 -3.3973 -0.050 0.093 0.002
C -0.6635 -3.7810 -3.1598 0.037 -0.141 -0.059
C -0.4098 -5.0503 -3.9317 -0.003 -0.050 -0.035
C 0.2762 -3.3838 -2.2156 0.028 0.222 0.173
C 0.1420 -2.1941 -1.4592 0.057 0.030 -0.151
C -1.0821 -1.5335 -1.6927 -0.030 0.281 0.211
N 0.9969 -1.5879 -0.5378 0.064 -0.477 0.036
C 2.4181 -2.0177 -0.3711 0.052 0.104 -0.171
C 2.7781 -1.8586 1.1124 -0.024 0.181 0.012
C 4.2632 -2.0684 1.3954 0.001 0.003 0.033
C 5.0703 -1.0525 0.5860 0.053 -0.001 -0.012
C 4.7986 -1.2531 -0.9089 -0.015 -0.014 0.007
C 5.2040 -2.6727 -1.2976 0.045 -0.002 -0.061
C 4.3674 -3.6624 -0.4884 0.041 -0.069 -0.012
C 4.6610 -3.4840 0.9951 0.053 -0.029 0.061
C 2.8784 -3.4380 -0.7760 -0.276 -0.091 0.210
C 3.3063 -1.0701 -1.1969 -0.099 0.115 0.045
H -3.8084 -1.4049 -3.7134 -0.017 -0.013 -0.002
H -3.0866 -0.0364 -2.8652 0.019 0.053 0.008
H -3.9680 -1.2577 -1.9604 -0.024 -0.017 0.074
H -2.5213 -3.3464 -4.1432 -0.039 -0.018 -0.044
H -1.2680 -5.3186 -4.5468 -0.026 0.011 -0.012
H -0.2056 -5.8865 -3.2611 0.012 -0.012 0.034
H 0.4538 -4.9463 -4.5917 0.019 0.011 -0.012
H 1.0904 -4.0600 -2.0778 0.147 -0.091 0.044
H -1.3207 -0.7050 -1.0349 -0.294 0.213 -0.233
H 2.1673 -2.5505 1.6993 0.001 -0.035 -0.001
H 2.5111 -0.8495 1.4272 0.028 -0.071 0.002
H 4.4491 -1.9186 2.4653 0.006 0.012 0.001
H 6.1398 -1.1686 0.7934 0.016 -0.007 -0.014
H 4.7887 -0.0395 0.8827 -0.012 0.064 0.029
H 5.3745 -0.5267 -1.4925 0.002 0.006 0.018
H 6.2695 -2.8391 -1.1086 0.024 0.015 0.014
H 5.0360 -2.8263 -2.3669 -0.014 -0.018 -0.033
H 4.6225 -4.6821 -0.7945 -0.021 0.003 0.016
H 5.7232 -3.6581 1.1944 0.025 -0.003 0.018
H 4.0937 -4.2115 1.5827 -0.020 -0.028 0.017
H 2.2911 -4.1938 -0.2431 -0.051 -0.006 -0.063
H 2.7440 -3.5844 -1.8412 0.030 0.020 -0.089
H 3.0882 -1.2279 -2.2565 0.012 -0.016 -0.057
H 2.9945 -0.0568 -0.9706 0.016 0.019 -0.080
C -3.3808 0.6974 2.5515 -0.132 -0.037 -0.071
C -2.9579 0.2702 1.1440 0.257 0.480 0.413
C -3.6575 1.1000 0.0746 0.042 -0.067 -0.021
O -1.5906 0.3925 1.0315 -0.082 -0.428 -0.535
H -4.4577 0.5966 2.6855 0.006 -0.021 0.004
H -3.1040 1.7440 2.6904 0.053 0.073 -0.009
H -2.8637 0.0900 3.2944 0.041 -0.022 -0.003
H -3.5851 2.1508 0.3611 -0.016 0.033 0.030
H -4.7059 0.8392 -0.0281 -0.094 -0.020 0.010
H -3.1426 0.9891 -0.8761 0.015 -0.065 -0.042
C -8.0962 -0.1587 1.4307 -0.073 -0.008 -0.010
C -7.1075 -1.2694 1.2537 -0.056 -0.098 -0.017
C -7.4953 -2.5922 1.0973 0.048 0.071 0.021
C -6.4790 -3.5231 0.9370 -0.128 -0.029 0.019
N -5.1999 -3.1956 0.9150 -0.035 0.000 -0.041
C -4.9319 -1.8903 1.0509 0.361 -0.042 0.068
S -3.2086 -1.5562 0.9639 -0.215 -0.223 -0.136
N -5.8198 -0.9210 1.2353 -0.057 0.049 -0.027
H -9.0861 -0.5374 1.6801 -0.001 -0.007 -0.005
H -8.1706 0.4171 0.5069 0.013 0.010 -0.016
H -7.7605 0.5209 2.2112 0.028 0.016 0.032
H -8.5344 -2.8850 1.1082 -0.033 -0.007 0.003
H -6.7085 -4.5779 0.8238 0.010 -0.011 -0.002
C -1.9210 3.0305 -4.3168 0.080 0.061 0.016
C -0.6681 3.0159 -3.4563 -0.136 -0.108 0.110
C -0.1964 4.4380 -3.1795 0.001 0.025 -0.037
O -1.0007 2.4286 -2.1708 -0.002 0.056 -0.268
B 0.0706 1.6490 -1.7355 0.174 -0.041 0.052
O 1.0397 1.5838 -2.7390 -0.087 0.205 -0.227
C 0.4595 2.0820 -3.9736 0.134 -0.029 0.171
C 1.5420 2.7823 -4.7757 -0.035 -0.028 -0.044
C -0.0598 0.8660 -4.7303 -0.002 0.014 -0.036
H -2.6589 3.7024 -3.8794 -0.024 0.027 0.041
H -2.3619 2.0402 -4.3857 -0.021 -0.071 0.008
H -1.7002 3.3833 -5.3262 0.036 0.015 -0.026
H -0.9850 4.9710 -2.6489 -0.033 0.006 0.019
H 0.0245 4.9799 -4.0998 -0.004 0.010 -0.041
H 0.6942 4.4391 -2.5518 0.039 -0.036 0.034
H 2.0572 3.5338 -4.1820 0.005 0.030 0.045
H 1.1199 3.2669 -5.6586 -0.028 0.006 -0.027
H 2.2774 2.0530 -5.1149 0.012 -0.037 0.016
H -0.8259 0.3401 -4.1623 -0.045 -0.010 0.066
H 0.7652 0.1703 -4.8773 0.044 -0.019 -0.006
H -0.4650 1.1367 -5.7063 -0.003 0.024 -0.034
```
Positions in Å, forces in eV/Å.

The value obtained for the electronic energy is -107695.0130 eV. For the relative energy (zero: lowest compared OMol25 entry of this formula, charge and spin), the calculation gives 28.6 kcal per mole. Its HOMO energy is -5.8240 eV. For the LUMO energy, the calculation gives 0.002 Ha.

Atomic partial charges in e from the Mulliken method, atoms 1 to 2: -1.702 -0.883



Question: Look up the electronic energy of the second one.
Answer: -107695.0130 eV



Question: Which value of electronic energy does entry 2 give?
Answer: -107695.0130 eV